The following is a DFT calculation (wB97M-V/def2-TZVPD) of an isolated molecule of C3H6O.

Properties
Largest force on an atom = 0.6 eV/Å
Highest occupied orbital energy = -7.75 eV
HOMO-LUMO gap = 8.477 eV
Lowest unoccupied orbital energy = 0.730 eV
Relative energy (zero: lowest compared OMol25 entry of this formula, charge and spin) = 4.918 eV

Structure (XYZ):
```
10
Properties=species:S:1:pos:R:3:nbo_charge:R:1
C -1.408 0.158 0.320 -0.404
C 0.285 -0.295 0.631 0.287
O -0.049 0.917 0.989 -0.491
C 1.357 -0.293 -0.444 -0.752
H -1.788 1.152 0.048 0.212
H -1.383 -0.422 -0.614 0.231
H -1.977 -0.320 1.109 0.239
H 1.306 -1.192 -1.066 0.221
H 1.340 0.616 -1.061 0.210
H 2.317 -0.320 0.089 0.246
```